Here is 5 unconnected molecules or ions with the total composition C5H18O5S2 in a non-equilibrium geometry from the Open Molecules 2025 dataset. Energies are from ωB97M-V with the def2-TZVPD basis set.

net charge = 0
energy relative to the best compared isomer or geometry (same formula, charge and spin) = 35.5 kcal per mole
SMILES string = CCSSCCC=O.O.O.O.O
frontier orbital gap = 9.153 eV
DFT total energy = -37383.975 eV
lowest unoccupied orbital energy = 0.30 eV

Atoms and positions in Å:
C -0.921 0.653 -2.234
C -2.081 0.168 -1.413
O -2.010 -0.870 -0.788
C -0.407 1.924 -1.450
S 1.324 1.800 -0.978
S 1.564 2.217 0.948
C 1.390 0.852 2.146
C 1.829 -0.465 1.544
H -0.185 -0.140 -2.178
H -0.991 0.886 -3.289
H -3.001 0.779 -1.418
H -0.935 2.254 -0.546
H -0.390 2.698 -2.245
H 0.346 0.714 2.458
H 1.957 1.121 3.044
H 1.518 -1.291 2.218
H 2.922 -0.604 1.571
H 1.501 -0.546 0.517
H 1.430 -1.914 -2.064
H 2.887 -2.055 -2.339
O 2.086 -1.762 -2.792
H -2.211 0.634 1.083
H -2.242 1.357 2.356
O -2.290 1.546 1.405
H -0.930 -1.812 2.678
H -1.157 -1.351 1.440
O -1.328 -0.996 2.331
H 0.597 -1.681 -0.081
H -0.592 -1.921 -1.087
O 0.317 -2.194 -0.833

Here is 4 unconnected molecules or ions with the total composition C5H19N2O4 in a non-equilibrium geometry from the Open Molecules 2025 dataset. Energies are from ωB97M-V with the def2-TZVPD basis set.

net charge = +2
energy relative to the best compared isomer or geometry (same formula, charge and spin) = 31.7 kcal per mole
frontier orbital gap (spin up / spin down) = 9.608 / 4.704 eV
spin multiplicity = 2
DFT total energy = -16644.817 eV
lowest unoccupied orbital energy (spin up / spin down) = -7.42 / -12.33 eV

Atoms and positions in Å:
N -1.659 -0.924 1.408
C -0.268 -0.380 1.566
C 0.632 -1.389 0.825
N 1.762 -1.014 0.165
C 2.335 0.258 -0.129
C 2.940 0.389 -1.548
C 2.123 1.172 -2.557
O 0.363 -2.569 0.902
H -1.724 -1.928 1.571
H -2.287 -0.592 2.150
H -2.083 -0.576 0.557
H -0.302 0.606 1.107
H -0.055 -0.323 2.631
H 2.384 -1.755 -0.180
H 3.208 0.266 0.569
H 1.700 1.115 0.078
H 3.221 -0.616 -1.891
H 3.911 0.885 -1.489
H 2.711 1.267 -3.473
H 1.907 2.164 -2.167
H 1.236 0.679 -2.963
H -1.771 2.960 1.688
H -3.192 2.882 1.465
O -2.447 2.300 1.671
H -0.620 4.349 -2.032
H -1.620 3.251 -1.945
O -0.674 3.385 -2.079
H -4.023 -2.393 -0.164
H -2.653 -2.992 -0.570
O -3.101 -2.484 0.105

Here is a molecular structure, C5H19N4OPSb from the Open Molecules 2025 dataset. Energies are from ωB97M-V with the def2-TZVPD basis set.

net charge = -1
frontier orbital gap = 7.357 eV
DFT total energy = -29324.776 eV
lowest unoccupied orbital energy = 3.54 eV

Atoms and positions in Å:
C -3.215 2.241 0.943
N -1.938 1.929 0.351
C -1.720 0.510 0.145
Sb 0.402 -0.097 0.126
N 1.109 1.877 0.436
C -0.178 -2.194 -0.400
N -1.489 -2.593 0.146
C 2.553 -0.811 -0.075
C 3.201 -1.206 1.191
N 3.356 -0.525 2.254
P 0.441 0.563 -2.423
O -0.477 1.711 -2.754
H -3.290 1.754 1.913
H -4.090 1.923 0.353
H -3.300 3.314 1.110
H -1.827 2.412 -0.528
H -2.144 -0.046 0.977
H -2.214 0.145 -0.761
H 0.420 -0.442 1.842
H 2.081 1.826 0.722
H 1.122 2.376 -0.449
H -0.195 -2.290 -1.484
H 0.616 -2.858 -0.048
H -1.378 -3.134 0.989
H -2.004 -3.153 -0.515
H 2.525 -1.679 -0.735
H 3.131 -0.047 -0.591
H 3.587 -2.227 1.234
H 2.924 0.394 2.150
H 0.212 -0.541 -3.303
H 1.782 0.868 -2.814

Here is a molecular structure, C5H19N6O6Tl in a non-equilibrium geometry from the Open Molecules 2025 dataset. Energies are from ωB97M-V with the def2-TZVPD basis set.

net charge = +2
energy relative to the best compared isomer or geometry (same formula, charge and spin) = 0.0 kcal per mole
frontier orbital gap = 3.012 eV
DFT total energy = -31390.726 eV
lowest unoccupied orbital energy = -13.01 eV

Atoms and positions in Å:
Tl 17.677 12.274 -14.764
O 18.381 11.375 -17.504
H 17.946 10.562 -17.183
C 20.400 11.645 -20.433
C 20.075 10.153 -20.244
O 18.770 9.812 -19.694
O 20.438 12.179 -19.135
H 19.491 12.047 -20.881
H 21.344 11.779 -20.960
H 20.822 9.903 -19.491
H 20.436 9.518 -21.054
H 18.588 10.259 -18.864
H 19.648 11.938 -18.646
C 19.756 8.853 -15.489
O 19.214 9.638 -14.760
N 19.797 9.051 -16.823
N 20.609 7.929 -15.166
H 20.179 8.270 -17.337
H 19.295 9.892 -17.069
H 21.019 7.211 -15.747
H 20.653 7.775 -14.169
C 15.605 9.372 -16.619
O 16.165 10.027 -15.746
N 14.784 8.415 -16.491
N 15.971 9.610 -17.824
H 14.349 8.083 -17.340
H 14.419 8.223 -15.569
H 16.681 10.327 -17.861
H 15.890 8.859 -18.494
C 16.111 13.753 -17.977
O 16.074 13.534 -16.823
N 15.364 14.616 -18.569
N 16.756 13.101 -18.936
H 15.094 14.486 -19.533
H 14.742 15.110 -17.945
H 16.819 13.552 -19.838
H 17.275 12.260 -18.726

Here is 4 unconnected molecules or ions with the total composition C5H19NO3 from the Open Molecules 2025 dataset. Energies are from ωB97M-V with the def2-TZVPD basis set.

net charge = 0
energy relative to the best compared isomer or geometry (same formula, charge and spin) = 30.6 kcal per mole
SMILES string = CCN(C)CC.O.O.O
frontier orbital gap = 9.450 eV
DFT total energy = -13125.125 eV
lowest unoccupied orbital energy = 0.51 eV

Atoms and positions in Å:
C -0.477 -0.700 -0.167
N 0.566 0.213 -0.636
C 0.271 1.600 -0.346
C -1.131 2.069 -0.725
C 1.949 -0.129 -0.311
C -0.172 -2.175 -0.503
H -1.361 -0.438 -0.732
H -0.677 -0.559 0.905
H 0.962 2.248 -0.884
H 0.450 1.849 0.718
H -1.256 1.999 -1.806
H -1.933 1.586 -0.169
H -1.157 3.151 -0.543
H 2.436 -0.573 -1.185
H 2.023 -0.897 0.462
H 2.543 0.757 -0.092
H -0.612 -2.390 -1.481
H 0.879 -2.427 -0.576
H -0.676 -2.818 0.219
H 0.872 -1.299 2.279
H 1.281 -0.884 3.708
O 0.561 -1.251 3.187
H 0.411 0.350 -2.707
H 1.355 1.318 -3.368
O 0.623 0.715 -3.589
H -2.514 -0.576 2.004
H -2.420 -0.003 3.428
O -2.795 -0.735 2.909

Here is 4 unconnected molecules or ions with the total composition C5H19NO4 in a non-equilibrium geometry from the Open Molecules 2025 dataset. Energies are from ωB97M-V with the def2-TZVPD basis set.

net charge = 0
energy relative to the best compared isomer or geometry (same formula, charge and spin) = 57.2 kcal per mole
SMILES string = CCCNCCO.O.O.O
frontier orbital gap = 9.273 eV
DFT total energy = -15171.454 eV
lowest unoccupied orbital energy = 0.44 eV

Atoms and positions in Å:
C -0.711 0.578 2.349
C -1.704 0.184 1.288
C 0.626 -0.261 2.225
N 1.730 0.106 1.402
C 1.500 0.315 -0.083
C 2.482 -0.513 -0.918
O 1.634 -1.288 -1.741
H -1.132 0.389 3.348
H -0.530 1.711 2.602
H -2.365 1.112 1.135
H -1.412 -0.075 0.287
H -2.295 -0.659 1.738
H 1.020 -0.391 3.308
H 0.461 -1.326 1.972
H 2.198 0.960 1.649
H 0.529 -0.158 -0.294
H 1.473 1.418 -0.321
H 3.156 0.145 -1.482
H 3.107 -1.097 -0.258
H 2.016 -2.081 -2.127
H -2.355 1.725 -2.084
H -1.215 1.879 -0.916
O -1.885 2.291 -1.470
H 0.511 -0.149 -2.697
H 0.308 1.271 -3.379
O -0.052 0.629 -2.781
H -1.909 -2.446 -0.298
H -2.526 -1.786 -1.555
O -2.662 -2.482 -0.900

Question: Among the records above, which one has the lowest DFT total energy?
Answer: C5H18O5S2

Copy entry 3 word for word.
Here is a molecular structure, C5H19N4OPSb from the Open Molecules 2025 dataset. Energies are from ωB97M-V with the def2-TZVPD basis set.

net charge = -1
frontier orbital gap = 7.357 eV
DFT total energy = -29324.776 eV
lowest unoccupied orbital energy = 3.54 eV

Atoms and positions in Å:
C -3.215 2.241 0.943
N -1.938 1.929 0.351
C -1.720 0.510 0.145
Sb 0.402 -0.097 0.126
N 1.109 1.877 0.436
C -0.178 -2.194 -0.400
N -1.489 -2.593 0.146
C 2.553 -0.811 -0.075
C 3.201 -1.206 1.191
N 3.356 -0.525 2.254
P 0.441 0.563 -2.423
O -0.477 1.711 -2.754
H -3.290 1.754 1.913
H -4.090 1.923 0.353
H -3.300 3.314 1.110
H -1.827 2.412 -0.528
H -2.144 -0.046 0.977
H -2.214 0.145 -0.761
H 0.420 -0.442 1.842
H 2.081 1.826 0.722
H 1.122 2.376 -0.449
H -0.195 -2.290 -1.484
H 0.616 -2.858 -0.048
H -1.378 -3.134 0.989
H -2.004 -3.153 -0.515
H 2.525 -1.679 -0.735
H 3.131 -0.047 -0.591
H 3.587 -2.227 1.234
H 2.924 0.394 2.150
H 0.212 -0.541 -3.303
H 1.782 0.868 -2.814